{"formula": "C4H6O2", "method": "ωB97M-V/def2-TZVPD", "symbols": ["O", "C", "C", "C", "O", "C", "H", "H", "H", "H", "H", "H"], "coordinates": [[0.779, 2.139, -0.575], [0.446, 1.071, -0.131], [-0.959, 0.512, 0.050], [-0.739, -0.986, -0.228], [0.679, -1.192, -0.343], [1.334, -0.098, 0.270], [-1.691, 1.003, -0.594], [-1.242, 0.678, 1.099], [-1.125, -1.630, 0.572], [-1.208, -1.291, -1.169], [2.357, -0.006, -0.095], [1.347, -0.201, 1.371]], "atomic_forces_ev_per_a": [[-0.20, -0.46, 0.35], [0.07, 0.23, 0.02], [-0.07, 0.04, -0.07], [-0.28, -0.04, 0.04], [0.05, 0.00, 0.00], [0.20, 0.14, 0.01], [0.14, -0.12, 0.06], [0.03, 0.05, -0.23], [0.00, 0.15, -0.07], [0.18, 0.01, 0.15], [-0.15, -0.08, -0.07], [0.03, 0.06, -0.18]], "total_energy_ha": -306.46642, "homo_ha": -0.3499, "lumo_energy_ev": 0.805}


{"formula": "C4H6O2", "method": "ωB97M-V/def2-TZVPD", "symbols": ["O", "C", "C", "C", "O", "C", "H", "H", "H", "H", "H", "H"], "coordinates": [[1.364, 1.287, -0.242], [0.352, 0.363, -0.106], [0.273, -0.525, 1.044], [0.357, -1.035, -0.635], [-0.978, -0.949, -1.091], [-1.016, 0.463, -0.785], [1.309, 1.864, 0.531], [1.206, -0.662, 1.593], [-0.654, -0.788, 1.534], [0.645, -1.839, 0.080], [-1.870, 0.719, -0.146], [-1.011, 1.080, -1.687]], "atomic_forces_ev_per_a": [[0.00, 0.29, 0.09], [-0.19, 0.07, 0.21], [-0.26, 0.81, 0.48], [-0.03, -0.25, 1.08], [-0.14, -0.19, 0.09], [-0.10, 0.25, -0.07], [0.16, 0.02, -0.13], [-0.25, -0.17, -0.24], [-0.04, 0.20, -0.03], [0.59, -0.86, -1.39], [0.22, -0.03, -0.12], [0.04, -0.14, 0.04]], "total_energy_ha": -306.33384, "homo_ha": -0.3088, "lumo_energy_ev": 0.713}


{"formula": "C4H6O2", "method": "ωB97M-V/def2-TZVPD", "symbols": ["O", "C", "O", "C", "C", "C", "H", "H", "H", "H", "H", "H"], "coordinates": [[2.036, 0.235, 1.319], [1.834, 0.207, 0.141], [1.119, -0.761, -0.515], [-0.157, -0.687, 0.086], [-1.351, -0.337, -0.722], [-0.730, 0.698, 0.178], [2.101, 1.006, -0.561], [-0.268, -1.341, 0.946], [-1.214, -0.184, -1.788], [-2.291, -0.779, -0.419], [-0.226, 1.514, -0.339], [-1.143, 0.987, 1.134]], "atomic_forces_ev_per_a": [[0.11, -0.10, -0.64], [0.49, 0.16, 0.30], [-0.01, 0.25, 0.01], [-0.34, 0.09, 0.32], [-0.22, -0.12, -0.12], [-0.19, 0.17, 0.17], [0.55, -0.07, 0.04], [-0.06, 0.09, -0.11], [-0.05, -0.07, 0.16], [0.05, -0.07, -0.15], [0.00, -0.31, 0.18], [-0.33, -0.04, -0.17]], "total_energy_ha": -306.43320, "homo_ha": -0.3895, "lumo_energy_ev": 1.077}


{"formula": "C4H6O2", "method": "ωB97M-V/def2-TZVPD", "symbols": ["C", "C", "C", "O", "C", "O", "H", "H", "H", "H", "H", "H"], "coordinates": [[-0.409, -0.603, 0.124], [0.848, -0.493, 0.815], [2.025, -0.060, 0.097], [1.946, 0.506, -1.014], [-1.606, 0.418, 0.426], [-2.535, 0.191, -0.501], [-0.942, -1.681, -0.124], [-0.319, -0.350, -0.930], [0.948, -0.622, 1.875], [-1.980, 0.167, 1.465], [2.960, -0.081, 0.713], [-1.105, 1.416, 0.350]], "atomic_forces_ev_per_a": [[1.62, -4.54, -2.55], [-2.23, -0.36, -1.11], [-0.04, 2.61, -1.49], [0.62, -1.55, 2.25], [-4.37, 1.50, 0.30], [2.22, 0.57, 1.61], [1.06, 2.49, 2.05], [1.01, 0.13, -0.19], [-0.10, -0.29, 0.42], [0.64, 0.21, -0.68], [-0.16, -0.25, -0.79], [-0.26, -0.52, 0.18]], "total_energy_ha": -306.27798, "homo_ha": -0.3285, "lumo_energy_ev": -3.361}


{"formula": "C4H6O2", "method": "ωB97M-V/def2-TZVPD", "symbols": ["O", "C", "C", "O", "C", "C", "H", "H", "H", "H", "H", "H"], "coordinates": [[0.476, 0.167, -2.167], [0.373, 0.053, -0.813], [1.271, 0.281, 0.144], [0.780, 0.076, 1.417], [-0.643, -0.021, 1.258], [-0.878, -0.500, -0.179], [1.206, 0.767, -2.365], [2.318, 0.554, 0.080], [-1.031, -0.687, 2.030], [-1.075, 0.983, 1.392], [-0.886, -1.596, -0.254], [-1.811, -0.118, -0.602]], "atomic_forces_ev_per_a": [[0.13, 0.12, -0.03], [0.04, -0.03, 0.38], [0.01, 0.07, -0.24], [0.09, -0.03, 0.04], [-0.28, -0.05, 0.04], [-0.04, 0.00, -0.01], [-0.08, -0.18, -0.07], [-0.20, 0.04, -0.01], [0.07, 0.07, -0.11], [0.10, -0.15, -0.01], [-0.03, 0.13, -0.02], [0.19, 0.01, 0.04]], "total_energy_ha": -306.44974, "homo_ha": -0.2920, "lumo_energy_ev": 0.806}


{"formula": "C4H6O2", "method": "ωB97M-V/def2-TZVPD", "symbols": ["O", "C", "C", "C", "C", "O", "H", "H", "H", "H", "H", "H"], "coordinates": [[1.883, 1.162, 0.957], [1.203, 0.208, 1.248], [0.420, -0.585, 0.246], [0.245, 0.002, -1.127], [-0.954, -0.235, -0.266], [-1.640, 0.840, 0.295], [1.178, -0.158, 2.293], [0.581, -1.657, 0.347], [0.464, -0.597, -2.005], [0.549, 1.044, -1.181], [-1.582, -1.102, -0.480], [-2.346, 1.078, -0.327]], "atomic_forces_ev_per_a": [[-0.33, -0.23, 0.18], [0.08, 0.28, -0.13], [0.13, -0.06, 0.08], [0.02, 0.04, -0.17], [0.10, -0.32, -0.10], [-0.24, 0.11, -0.17], [-0.05, -0.01, -0.09], [0.02, 0.14, -0.01], [-0.19, 0.03, 0.11], [0.02, -0.18, -0.01], [0.13, 0.15, 0.02], [0.31, 0.05, 0.29]], "total_energy_ha": -306.43846, "homo_ha": -0.3633, "lumo_energy_ev": 0.749}


{"formula": "C4H6O2", "method": "ωB97M-V/def2-TZVPD", "symbols": ["C", "C", "O", "C", "C", "O", "H", "H", "H", "H", "H", "H"], "coordinates": [[1.773, 0.802, -0.950], [0.592, -0.368, 0.678], [0.544, 0.544, -0.260], [-0.845, -0.544, 1.163], [-1.840, -0.614, 0.023], [-2.447, -1.615, -0.272], [1.706, 0.312, -1.924], [2.605, 0.395, -0.372], [1.858, 1.881, -1.083], [-0.924, -1.443, 1.778], [-1.073, 0.334, 1.787], [-1.950, 0.316, -0.568]], "atomic_forces_ev_per_a": [[0.25, 0.08, -0.18], [-0.43, 0.33, -0.27], [0.03, -0.38, 0.32], [0.07, -0.19, 0.12], [-0.13, -0.21, -0.14], [0.23, 0.42, 0.18], [0.07, 0.09, 0.10], [-0.12, 0.07, -0.06], [0.01, -0.14, 0.05], [0.03, 0.14, -0.07], [0.05, -0.08, -0.08], [-0.06, -0.15, 0.04]], "total_energy_ha": -306.37364, "homo_ha": -0.3219, "lumo_energy_ev": 0.588}


{"formula": "C4H6O2Rh", "method": "ωB97M-V/def2-TZVPD", "symbols": ["O", "C", "C", "C", "C", "H", "H", "H", "H", "H", "H", "O", "Rh"], "coordinates": [[-3.135, 0.934, 0.006], [-1.886, 0.482, -0.469], [-1.366, -0.547, 0.532], [0.026, -0.945, 0.292], [0.999, -1.443, -0.318], [-3.448, 1.653, -0.549], [-1.172, 1.319, -0.555], [-1.981, 0.014, -1.462], [-1.985, -1.457, 0.472], [-1.444, -0.133, 1.550], [1.631, -2.329, -0.374], [2.700, 0.171, -0.802], [1.857, 0.405, 0.770]], "atomic_forces_ev_per_a": [[0.36, -0.29, 0.20], [-0.03, 0.34, -0.51], [-0.22, 0.08, 0.79], [0.74, -0.82, -1.79], [-1.89, -0.90, 2.15], [-0.07, 0.03, -0.09], [-0.06, -0.14, 0.00], [0.12, 0.11, 0.23], [0.22, 0.24, 0.16], [-0.24, -0.17, -0.29], [0.08, 0.71, -0.57], [0.92, 0.63, -0.27], [0.07, 0.17, 0.00]], "total_energy_ha": -416.50298, "homo_ha": [-0.5210, -0.5234], "spin_multiplicity": 5, "lumo_energy_ev": [-5.615, -7.354], "charge": 1}


{"formula": "C4H6O2S", "method": "ωB97M-V/def2-TZVPD", "symbols": ["C", "C", "C", "C", "H", "H", "H", "H", "H", "H", "O", "O", "S"], "coordinates": [[-0.281, 0.582, 1.704], [-0.038, -0.649, 0.766], [-0.672, -1.174, -1.571], [-0.298, 0.770, 0.146], [1.484, -0.284, 2.591], [-1.149, 0.818, 2.251], [1.013, -0.601, 0.535], [0.156, -1.878, -2.023], [-1.783, -0.975, -1.954], [-1.351, 0.838, -0.361], [0.993, 1.173, 2.289], [-0.716, -1.604, -0.122], [0.447, 0.522, -1.540]], "atomic_forces_ev_per_a": [[4.01, 1.03, -2.62], [-0.98, 1.80, -2.55], [1.95, 0.68, 1.70], [-2.85, -1.00, -1.46], [-1.26, 5.24, -0.72], [-0.99, 0.12, 0.39], [0.70, -1.11, 0.70], [-2.61, 1.10, 0.13], [2.77, -0.80, 0.56], [1.23, -0.04, 2.32], [-1.06, -7.35, 0.40], [-0.11, 0.99, 0.33], [-0.80, -0.67, 0.82]], "total_energy_ha": -704.33762, "homo_ha": -0.3284, "lumo_energy_ev": -0.969}


{"formula": "C4H6O2S", "method": "ωB97M-V/def2-TZVPD", "symbols": ["C", "C", "C", "O", "C", "O", "S", "H", "H", "H", "H", "H", "H"], "coordinates": [[-1.744, -0.677, -0.210], [-0.565, -0.299, -0.686], [0.140, 0.883, -0.068], [-0.302, 1.125, 1.295], [1.674, 0.633, -0.095], [2.429, 1.393, -0.556], [2.182, -1.119, 0.418], [-2.183, -1.508, -0.742], [-2.233, -0.150, 0.700], [-0.084, -0.826, -1.628], [-0.050, 1.839, -0.605], [-0.199, 0.277, 1.729], [0.936, -1.570, 0.447]], "atomic_forces_ev_per_a": [[-0.33, 0.37, 0.83], [0.31, -0.06, -1.53], [0.26, 0.34, 0.90], [0.46, 0.01, -1.41], [-1.67, -1.97, 0.11], [1.56, 1.11, -0.31], [0.31, 1.35, -0.06], [-0.62, -0.05, 0.42], [0.82, -1.14, -1.86], [-1.04, 1.24, 2.06], [0.24, -0.70, 0.23], [0.00, -0.30, 0.49], [-0.30, -0.19, 0.11]], "total_energy_ha": -704.62769, "homo_ha": -0.3630, "lumo_energy_ev": 0.474}


{"formula": "C4H6O2S2", "method": "ωB97M-V/def2-TZVPD", "symbols": ["O", "C", "C", "O", "C", "S", "S", "C", "H", "H", "H", "H", "H", "H"], "coordinates": [[-1.817, -0.626, 1.350], [-1.970, -0.361, -0.022], [-1.045, -1.246, -0.863], [0.307, -1.199, -0.324], [1.000, -0.072, -0.138], [2.579, -0.255, 0.215], [0.165, 1.428, -0.083], [-1.590, 1.136, -0.329], [-0.916, -0.373, 1.624], [-3.023, -0.572, -0.223], [-1.376, -2.292, -0.834], [-1.018, -0.966, -1.894], [-1.816, 1.476, -1.280], [-2.049, 1.821, 0.395]], "atomic_forces_ev_per_a": [[0.37, 0.06, 0.25], [0.72, 1.14, -0.21], [-0.08, -0.16, 1.01], [-0.85, -0.77, -0.53], [-0.12, -1.20, 0.24], [0.05, 0.63, -0.10], [0.84, 1.08, 0.14], [-0.20, -1.42, 2.20], [-0.47, -0.23, -0.11], [0.13, 0.18, -0.33], [0.45, 0.26, 0.32], [0.00, 0.47, -0.77], [-0.70, 0.28, -2.01], [-0.13, -0.32, -0.09]], "total_energy_ha": -1102.83859, "homo_ha": -0.3227, "lumo_energy_ev": 0.346}


{"formula": "C4H6O2S2", "method": "ωB97M-V/def2-TZVPD", "symbols": ["C", "C", "C", "C", "O", "O", "S", "S", "H", "H", "H", "H", "H", "H"], "coordinates": [[-0.473, -2.656, -1.190], [1.695, 1.768, -0.230], [-1.245, -1.968, -1.784], [0.754, 0.857, -0.448], [-1.587, 1.240, 1.718], [0.904, 0.276, 2.188], [-1.615, -0.199, 0.835], [0.539, -0.390, 0.940], [0.331, -3.272, -0.911], [-1.740, 1.176, 2.690], [2.086, 2.436, -0.945], [2.159, 1.929, 0.792], [-2.167, -1.841, -2.285], [0.359, 0.643, -1.367]], "atomic_forces_ev_per_a": [[0.80, -0.10, -0.23], [0.10, -0.27, 2.19], [-0.99, -0.63, -0.14], [2.46, -0.01, 3.24], [-0.57, -0.18, -0.18], [0.43, 0.10, 0.39], [-0.09, 0.90, 1.42], [-0.65, 0.79, -1.65], [0.45, -0.21, 0.59], [0.30, -0.70, -1.08], [-0.01, 0.65, -1.06], [-0.77, -0.56, -1.18], [-0.25, 0.89, -0.25], [-1.22, -0.67, -2.07]], "total_energy_ha": -1102.68414, "homo_ha": -0.3267, "lumo_energy_ev": 0.395}